1.
Computed, not measured: C43H50Br2F6GeKN3O4PSbSe as an isolated structure, with ωB97M-V with the def2-TZVPD basis set.

XYZ file:
```
113
Properties=species:S:1:pos:R:3:forces:R:3:mulliken_charge:R:1
C -0.005 1.055 -5.702 -0.057 -0.086 0.295 0.84
F -4.110 -3.314 -0.451 0.315 0.079 -0.241 -0.59
C -1.019 -2.720 0.936 -0.137 -0.599 0.392 -1.09
Sb -3.368 -3.211 -2.216 -1.280 -1.088 0.144 2.41
C 1.502 -0.120 2.196 0.004 0.059 -0.096 -0.36
H -1.009 5.403 -2.090 0.067 0.013 -0.005 0.42
K -0.566 -0.920 -1.335 -0.921 1.725 0.205 1.29
H 0.118 2.825 3.411 -0.019 -0.038 0.050 0.34
C 2.357 4.010 1.180 -0.027 0.006 0.014 -0.23
C -0.844 2.671 -0.044 -0.059 -0.196 -0.119 -0.04
C 7.127 -0.794 1.343 -0.371 0.387 -0.277 -1.32
C 1.524 4.392 3.779 -0.061 0.012 0.171 -0.72
C -3.764 0.655 1.105 0.813 0.197 -0.288 -0.50
C -2.198 -5.488 2.608 -0.089 -0.180 0.395 -0.79
C -0.978 -4.251 0.985 0.230 0.322 -0.126 1.05
H 4.592 1.191 2.552 -0.071 -0.141 0.136 0.34
P 0.682 1.865 0.592 0.142 0.366 0.763 1.78
H 0.532 4.204 -0.615 -0.037 0.015 -0.114 0.27
F -1.584 -2.846 -1.632 -1.185 -1.552 -0.307 -0.60
O -2.200 -2.210 1.210 -0.264 0.263 0.092 0.48
C 1.483 -1.078 3.186 0.140 -0.015 0.170 -0.71
N -2.303 -4.725 1.372 -0.136 -0.436 -0.199 -0.52
H 7.571 -1.539 0.689 0.015 -0.080 -0.139 0.37
H 4.026 -1.420 -2.882 -0.001 -0.032 -0.031 0.54
C -5.679 -0.878 0.992 0.054 0.036 0.034 -1.45
H 7.286 1.835 -0.860 0.115 0.054 0.125 0.40
C -0.904 0.473 -6.614 -0.177 -0.094 -0.042 -1.02
C 1.329 3.219 1.685 0.038 -0.006 -0.196 1.02
H -0.662 -4.587 -0.006 -0.123 0.040 0.077 0.33
O 1.663 -2.151 -1.489 -1.398 -2.524 -2.856 0.07
Br 1.410 2.300 -7.898 -0.060 0.012 0.028 -0.31
H -3.988 2.461 -1.276 -0.071 -0.006 0.053 0.52
C -0.012 -4.713 2.083 -0.077 0.077 -0.008 -0.61
H -2.681 -0.691 -6.816 -0.089 -0.082 -0.042 0.42
C -2.156 2.198 -0.216 0.290 0.697 -0.311 1.72
H 4.008 0.325 -3.271 -0.094 0.043 -0.052 0.29
C 0.387 0.673 1.945 -0.216 0.084 -0.164 0.51
H 3.754 5.591 1.545 0.035 0.007 -0.026 0.41
H -2.946 -0.942 -4.359 -0.092 -0.096 0.021 0.52
H 2.708 3.847 0.170 -0.016 -0.047 -0.073 0.03
Se 2.791 -0.181 -1.108 2.072 1.667 0.874 1.17
H 4.714 -1.814 -0.853 0.104 -0.080 0.040 0.68
H 0.324 -2.010 4.721 -0.053 -0.017 0.064 0.44
C -4.493 -0.503 3.163 0.060 0.082 -0.103 -1.33
C -2.608 3.998 -1.801 0.000 -0.015 0.019 -0.83
C -1.959 -0.256 -6.144 0.221 0.183 -0.105 -1.23
H -2.082 -6.564 2.423 0.024 0.021 -0.012 0.33
F -5.114 -3.580 -2.882 0.442 0.056 0.075 -0.54
H 0.750 -3.957 2.255 0.138 -0.036 0.036 0.13
C -4.916 0.144 1.842 -0.375 0.007 0.121 2.34
C -2.857 1.215 0.535 -0.732 -0.656 0.495 -0.17
H 2.537 -0.680 -3.508 0.114 0.069 -0.059 0.32
H -0.756 0.629 -7.673 -0.029 0.021 -0.042 0.33
C -0.749 0.506 2.722 0.046 0.035 0.031 -0.22
C -0.194 0.765 -4.322 0.297 0.307 -0.646 -0.31
H -1.662 -0.584 4.315 -0.060 -0.042 0.034 0.36
H -3.095 -5.350 3.217 0.044 -0.039 0.007 0.38
H 3.030 5.920 3.885 -0.015 0.009 0.023 0.38
C 1.655 2.186 -3.780 0.042 -0.011 0.463 0.30
O 0.673 0.833 -2.110 0.383 1.223 -1.138 0.81
H 1.210 4.524 4.806 -0.047 0.032 0.040 0.43
H -5.142 -1.821 0.968 0.019 -0.095 -0.112 0.05
C 3.427 -0.512 -2.894 -0.042 -0.004 0.006 -1.42
H -0.535 -5.615 4.018 0.031 0.003 0.073 0.48
H -3.296 4.489 -2.476 0.015 -0.018 -0.035 0.39
C 1.836 2.509 -5.114 -0.186 -0.153 -0.534 -0.61
H -2.764 -5.230 0.628 -0.070 0.096 -0.086 0.17
F -2.965 -5.058 -1.925 0.002 0.252 -0.129 -0.59
H 2.607 3.211 -5.399 0.014 -0.028 -0.019 0.49
Ge 5.698 0.242 0.400 0.056 -0.278 0.003 0.69
H -6.687 1.065 2.700 -0.108 -0.060 0.052 0.45
C -0.941 -4.932 3.274 -0.050 -0.147 -0.097 -0.48
H 2.377 0.017 1.573 0.112 -0.043 0.073 -0.45
C -5.808 1.365 2.131 0.097 -0.055 0.005 -1.93
C 0.911 3.429 2.995 0.059 0.081 -0.025 -0.88
H -5.253 2.104 2.708 -0.002 0.057 0.032 0.39
C -0.476 3.829 -0.742 0.026 0.060 0.034 -1.21
C -0.770 -0.458 3.717 -0.143 -0.019 0.134 -1.47
H 5.674 2.375 1.835 0.175 0.097 -0.008 0.53
N 1.293 -2.350 -2.612 1.007 0.005 2.055 -0.34
N -1.233 0.041 -3.890 -0.381 -0.293 0.345 0.37
C 1.045 1.914 -6.062 0.514 0.439 -0.208 -0.20
H -4.062 0.233 3.839 0.085 0.122 0.078 0.32
H 4.096 2.086 1.122 -0.121 0.024 -0.063 -0.18
O -0.057 -2.044 0.686 0.471 -0.353 0.720 -0.60
C 4.301 -1.060 -0.185 0.122 0.416 -0.009 -1.25
C 4.938 1.609 1.612 0.144 -0.399 -0.345 -0.76
H -2.795 -3.004 1.333 0.180 0.090 -0.125 0.27
H 7.913 -0.121 1.673 0.148 0.116 0.064 0.38
C 2.547 5.174 3.266 0.050 0.070 0.000 -0.61
H 6.730 -1.303 2.217 -0.124 -0.047 0.105 0.37
F -2.732 -3.348 -3.994 -0.049 0.320 0.356 -0.57
Br 2.811 3.010 -2.517 0.032 0.253 -0.067 -0.05
F -3.790 -1.362 -2.149 0.479 -0.227 -0.305 -0.56
H -3.749 -1.270 2.976 0.100 -0.156 0.028 -0.17
H -1.161 -3.981 3.757 -0.038 0.089 0.052 0.03
H 6.845 0.497 -1.914 0.014 -0.138 -0.080 0.34
C 2.955 4.987 1.956 0.081 0.118 0.053 -0.73
H 0.468 -5.646 1.790 0.035 -0.042 0.001 0.44
H 2.350 -1.699 3.364 0.094 -0.039 -0.010 0.45
C 6.469 1.187 -1.164 -0.226 -0.251 0.381 -1.14
H -6.671 -1.047 1.412 -0.050 -0.028 0.078 0.41
H -5.788 -0.533 -0.033 -0.027 0.021 -0.075 0.30
C -1.334 4.504 -1.584 -0.023 0.026 -0.033 -0.85
H 3.872 -1.574 0.675 0.036 -0.070 0.119 0.34
C -2.998 2.866 -1.122 -0.073 0.082 -0.213 -0.68
C 0.723 1.249 -3.308 0.317 0.291 0.094 -1.50
H -5.356 -0.949 3.654 -0.113 -0.055 0.023 0.53
H 5.701 1.808 -1.616 -0.162 0.053 -0.102 0.24
C 0.340 -1.252 3.950 0.018 -0.099 0.061 -0.58
H -6.131 1.833 1.203 -0.051 0.018 -0.068 0.37
H -1.619 1.116 2.535 -0.030 -0.005 0.104 1.05
C -2.094 -0.418 -4.758 -0.270 -0.109 -0.050 -0.29
```
Positions in Å, forces in eV/Å.

## Properties
- 2S+1: 2
- Total charge: -1
- Total energy: -13541.0370 Ha
- Energy above the lowest of the compared OMol25 structures with the same formula, charge and spin: 0.337 eV

2.
Computed, not measured: one molecule with the formula C22H24N2O4, with ωB97M-V with the def2-TZVPD basis set.

XYZ file:
```
52
Properties=species:S:1:pos:R:3:forces:R:3:nbo_charge:R:1
O -2.497 1.338 1.050 0.460 -0.460 -0.043 -0.50
C -3.795 1.671 0.582 -0.488 0.236 -0.293 -0.06
N 2.308 -1.683 -1.842 0.412 -0.282 -0.292 -0.63
C 0.052 -0.916 -1.318 -0.546 0.286 -0.003 -0.14
C 4.153 0.719 1.072 0.135 0.058 -0.216 -0.21
C 1.548 -1.925 0.979 -0.042 -0.099 0.316 -0.15
H 5.463 1.298 -0.503 0.072 0.063 0.004 0.22
C -0.500 1.146 -0.219 -0.251 -0.073 0.129 0.35
O 0.578 -2.540 -2.974 -0.143 -0.081 -0.018 -0.60
H 2.899 -2.130 -2.533 -0.189 -0.005 0.076 0.41
H 1.293 0.823 -1.353 0.082 0.081 0.040 0.23
C -2.048 -0.731 -0.149 0.102 0.252 0.095 0.26
H 4.574 1.376 1.816 0.050 0.063 0.104 0.23
H -3.333 1.979 -1.505 0.001 -0.009 -0.119 0.21
C 0.374 0.395 -0.991 -0.051 0.072 -0.124 -0.32
H -4.630 -2.617 0.407 0.140 -0.028 -0.114 0.19
H 0.962 2.888 -2.224 0.022 -0.040 -0.105 0.21
H 1.788 2.331 0.121 -0.086 0.043 0.043 0.18
C 4.631 0.675 -0.208 0.036 0.095 0.339 -0.20
C 1.143 -1.856 2.283 0.036 -0.116 -0.407 -0.26
C -1.161 -1.465 -0.927 0.062 -0.105 -0.100 -0.24
C -3.748 2.540 -0.670 0.146 -0.206 0.348 -0.64
H -4.382 0.765 0.394 0.076 0.159 0.111 0.18
H 4.386 -0.128 -2.188 -0.041 0.021 -0.121 0.22
H -4.751 2.869 -0.931 -0.110 0.023 -0.069 0.21
C 1.058 3.648 -1.452 -0.160 -0.241 0.340 -0.64
H 1.160 -2.683 0.315 -0.051 -0.030 0.023 0.22
H -1.712 -3.398 0.928 0.102 -0.058 0.009 0.21
H -1.378 -2.474 -1.237 -0.064 -0.103 -0.012 0.23
N 2.658 -0.065 2.733 0.049 0.309 0.543 -0.41
C 2.954 -0.943 -0.843 0.464 0.356 0.226 0.17
C 3.090 -0.123 1.458 -0.127 -0.326 -0.658 0.14
O -0.282 2.421 0.190 -0.357 -0.220 -0.013 -0.49
H 1.029 3.829 0.694 0.062 -0.150 -0.064 0.19
H -3.424 -2.903 -0.864 -0.061 0.068 0.073 0.17
O -3.248 -1.195 0.301 0.224 0.388 0.050 -0.50
C -3.563 -2.568 0.171 -0.025 -0.450 0.068 -0.06
C 4.027 -0.145 -1.169 -0.391 -0.325 -0.098 -0.25
C 1.711 -0.873 3.113 0.027 0.010 0.096 0.07
H -4.243 2.222 1.412 -0.003 -0.089 -0.094 0.19
C -2.777 -3.444 1.141 -0.124 0.328 -0.196 -0.64
H 1.388 -0.771 4.141 -0.085 -0.046 0.090 0.19
H -2.941 -3.101 2.159 -0.017 -0.003 0.099 0.22
C 0.968 -1.777 -2.113 -0.042 -0.002 -0.146 0.67
C 0.966 3.036 -0.056 0.407 0.263 -0.212 -0.07
H 0.260 4.373 -1.588 -0.053 0.086 -0.036 0.22
H 0.413 -2.543 2.681 -0.080 -0.058 0.021 0.22
H -3.111 -4.475 1.055 -0.006 -0.127 0.002 0.22
C -1.714 0.582 0.218 -0.089 0.132 0.064 0.20
H -3.120 3.410 -0.492 0.032 0.108 -0.019 0.22
C 2.512 -1.010 0.506 0.367 0.170 0.304 -0.05
H 2.015 4.149 -1.568 0.114 0.064 -0.043 0.21
```
Positions in Å, forces in eV/Å.

## Properties
- 2S+1: 1
- Total energy: -1263.2046 Ha
- SMILES string: CCOc1cc(C(=O)Nc2cccc3ncccc23)cc(OCC)c1OCC
- Energy above the lowest of the compared OMol25 structures with the same formula, charge and spin: 2.517 eV

3.
Computed, not measured: a 9-piece molecular cluster, C4H26N2O9S overall, with ωB97M-V with the def2-TZVPD basis set.

XYZ file:
```
42
Properties=species:S:1:pos:R:3:forces:R:3:nbo_charge:R:1
H -3.451 -1.154 -1.141 0.591 -1.717 -0.687 0.47
H -1.209 -1.097 2.119 -0.252 -0.778 0.459 0.25
H 0.499 -2.906 1.142 0.137 -0.009 0.803 0.49
H 0.740 0.678 -5.026 0.045 0.311 1.051 0.49
H 0.306 -1.866 -1.065 -0.695 0.479 -0.031 0.23
O 2.335 3.966 0.409 2.018 0.747 -0.514 -0.94
H 1.063 -4.266 0.955 0.026 -0.062 0.650 0.47
H 1.239 2.118 -1.956 0.179 1.231 0.729 0.48
H -0.476 4.094 1.790 0.461 -0.571 -0.481 0.48
S -1.290 0.586 3.788 -1.158 0.448 1.044 -0.01
N 1.902 -0.059 3.223 -0.483 -1.347 -0.162 -0.80
H -0.847 -0.394 -0.494 0.532 -1.880 -0.861 0.18
O -3.103 -2.001 -1.557 -1.219 2.447 0.627 -0.98
H -0.955 -1.106 -4.335 1.250 -0.013 -0.200 0.50
H 2.893 2.138 -1.725 -1.480 0.271 -0.039 0.52
H 2.097 3.322 1.059 -0.263 -0.480 0.565 0.48
C 0.191 -0.863 -0.631 -2.650 1.197 1.007 -0.42
H 0.434 2.831 1.537 -0.642 0.935 0.424 0.48
O 2.080 1.685 -2.035 1.158 -1.229 -0.499 -0.99
O 0.238 0.636 -4.190 -0.437 -0.221 -0.893 -0.99
H 1.739 -1.067 3.179 -0.106 0.573 -0.082 0.42
C 1.178 0.837 2.534 0.977 -0.664 -0.150 0.70
O 1.411 2.025 2.721 -0.518 0.316 -0.513 -0.66
H 0.737 0.989 -3.448 0.724 -0.127 -0.508 0.50
H -2.066 0.294 1.470 1.016 -0.118 0.858 0.24
O -0.130 3.507 1.090 -0.889 -0.108 0.237 -1.00
H 1.611 -1.070 0.683 0.318 0.471 0.997 0.38
H 0.546 -0.075 -1.308 1.301 -0.273 0.499 0.19
H -2.261 -4.001 -0.210 -0.468 0.390 -0.050 0.47
H -2.638 -1.672 -2.345 0.092 -0.091 -0.119 0.50
N 0.614 -0.913 0.802 1.349 -0.020 -2.025 -0.67
C 0.208 0.304 1.485 -0.900 0.932 -0.758 -0.17
O -1.757 -1.217 -3.850 -1.468 0.391 0.122 -0.96
H -1.918 1.778 3.591 0.315 -0.506 -0.140 0.14
C -1.207 -0.030 2.130 0.382 1.251 -1.598 -0.56
H -1.933 -3.409 -1.606 -0.788 0.776 -0.232 0.49
O 0.928 -3.616 1.668 -0.186 -0.032 -1.271 -0.97
H 0.073 1.147 0.745 0.175 -0.776 0.732 0.21
H 1.705 3.919 -0.294 -0.841 -0.016 -0.165 0.47
H 2.313 0.300 4.056 0.487 0.134 0.388 0.41
O -1.658 -4.015 -0.946 1.867 -1.907 0.636 -0.97
H -2.176 -0.356 -4.017 0.045 -0.357 0.150 0.48
```
Positions in Å, forces in eV/Å.

## Properties
- 2S+1: 1
- Total energy: -1352.8147 Ha
- SMILES string: CN[C@@H](CS)C(N)=O.O.O.O.O.O.O.O.O
- Energy above the lowest of the compared OMol25 structures with the same formula, charge and spin: 2.696 eV

- What is the total energy in the first record?
  -13541.0370 Ha

- Among the records above, which one has the lowest energy above the lowest of the compared OMol25 structures with the same formula, charge and spin?
  C43H50Br2F6GeKN3O4PSbSe

- Which of these has the lowest energy above the lowest of the compared OMol25 structures with the same formula, charge and spin?
  C43H50Br2F6GeKN3O4PSbSe

- Which formula does entry 2 have?
  C22H24N2O4